[1]
16
Properties=species:S:1:pos:R:3 method="wB97M-V/def2-TZVPD" lumo_ev=0.5 charge=0 homo_ev=-9.045 smiles=OCCCS.O gap_ev=9.56
O 0.76 1.79 -0.24
C -0.18 1.16 0.55
C -0.17 -0.34 0.35
C 1.09 -1.06 0.87
S 0.62 -2.73 1.49
H 0.43 1.73 -1.16
H 0.08 1.38 1.60
H -1.10 1.72 0.30
H -0.99 -0.76 0.96
H -0.35 -0.62 -0.70
H 1.53 -0.42 1.65
H 1.80 -1.12 0.03
H 0.24 -2.44 2.75
O -1.17 0.95 -2.71
H -1.64 0.25 -2.19
H -0.95 0.52 -3.56

=====

[2]
17
Properties=species:S:1:pos:R:3 method="wB97M-V/def2-TZVPD" lumo_ev=-5.0 charge=0 homo_ev=-9.052 gap_ev=4.07
C -1.91 0.42 -0.77
C -0.52 -0.30 -0.95
O 0.38 0.26 -0.02
C -2.77 0.15 0.53
S -4.53 -0.30 0.22
S 3.44 -0.01 -0.42
H -1.59 1.42 -0.96
H -2.46 0.18 -1.71
H -0.09 -0.09 -2.01
H -0.57 -1.37 -0.77
H 1.37 0.21 -0.26
H -2.35 -0.56 1.19
H -2.90 1.09 1.12
H -4.50 -1.65 -0.01
H 5.37 0.22 0.60
H 5.52 0.09 2.21
O 5.96 0.22 1.38

=====

[3]
17
Properties=species:S:1:pos:R:3 method="wB97M-V/def2-TZVPD" lumo_ev=0.5 charge=0 homo_ev=-8.838 smiles=OCCCSS.O gap_ev=9.36
O -1.68 0.76 1.09
C -0.67 -0.24 1.29
C -0.50 -1.02 -0.01
C 0.30 -0.32 -1.14
S 1.37 1.06 -0.63
S 0.49 2.62 -1.69
H -1.71 1.34 1.87
H -0.99 -0.88 2.09
H 0.30 0.20 1.56
H -1.52 -1.33 -0.26
H 0.10 -1.88 0.27
H -0.34 0.07 -1.91
H 0.86 -1.12 -1.63
H -0.04 3.20 -0.61
O -0.76 -5.43 2.40
H -0.89 -5.36 1.44
H -0.41 -6.33 2.44

=====

[4]
17
Properties=species:S:1:pos:R:3 method="wB97M-V/def2-TZVPD" lumo_ev=0.4 charge=0 homo_ev=-8.955 smiles=OCCCSS.O gap_ev=9.36
O -0.91 1.64 -1.36
C 0.47 1.29 -1.49
C 0.48 -0.31 -1.61
C -0.02 -0.75 -0.23
S 1.36 -0.65 0.99
S 1.43 -2.63 1.64
H -0.95 2.59 -1.20
H 1.12 1.38 -0.53
H 0.85 1.78 -2.43
H 1.55 -0.58 -1.72
H -0.20 -0.60 -2.42
H -0.76 -1.66 -0.19
H -0.68 -0.11 0.36
H 0.97 -2.43 2.96
O -1.90 0.41 2.17
H -0.95 0.10 1.91
H -1.86 0.52 3.14

=====

[5]
17
Properties=species:S:1:pos:R:3 method="wB97M-V/def2-TZVPD" lumo_ev=-0.9 charge=0 homo_ev=-9.652 gap_ev=8.73
C -0.80 -2.08 -1.29
C -0.04 -0.73 -0.85
C -0.31 -0.62 0.66
O -1.64 2.29 0.84
O 0.44 0.34 1.24
Si 1.40 2.14 0.66
S -0.51 2.13 1.72
H -0.29 -2.78 -2.04
H -0.90 -2.77 -0.32
H -1.82 -2.00 -1.71
H -0.41 0.19 -1.23
H 1.08 -0.84 -1.18
H -1.37 -0.46 1.01
H -0.12 -1.63 0.98
H 2.32 1.48 1.67
H 2.17 3.33 0.62
H 0.79 2.01 -0.80

=====

[6]
16
Properties=species:S:1:pos:R:3 method="wB97M-V/def2-TZVPD" lumo_ev=0.8 charge=0 homo_ev=-8.922 smiles=C[C@H](O)C[SiH2]O gap_ev=9.69
C 1.42 -0.31 -1.66
C 0.41 0.38 -0.74
O 1.03 1.21 0.28
C -0.31 -0.82 -0.18
Si -1.54 -0.10 1.60
O -1.55 1.45 2.08
H 1.96 -0.80 -0.86
H 0.90 -1.06 -2.31
H 1.93 0.34 -2.35
H -0.24 1.09 -1.34
H 1.67 0.71 0.75
H 0.25 -1.71 0.14
H -1.14 -1.13 -0.77
H -1.20 -1.01 2.74
H -2.73 -0.17 0.83
H -0.86 1.93 1.79

=====

[7]
16
Properties=species:S:1:pos:R:3 method="wB97M-V/def2-TZVPD" lumo_ev=0.7 charge=0 homo_ev=-9.077 smiles="C/C=C/O.O.O" gap_ev=9.76
C -0.49 1.94 -0.46
C 0.13 0.60 0.00
C 0.37 -0.35 -0.88
O 0.34 -1.74 -0.68
H 0.24 2.82 -0.51
H -0.86 1.85 -1.49
H -1.31 2.32 0.11
H 0.07 0.41 1.15
H 0.26 -0.10 -1.95
H -0.38 -1.79 -0.03
O 3.16 -1.26 1.98
H 3.57 -0.58 2.60
H 3.15 -0.76 1.02
O -2.58 -1.28 0.02
H -3.15 -0.61 0.04
H -2.50 -1.47 -0.91

=====

[8]
16
Properties=species:S:1:pos:R:3 method="wB97M-V/def2-TZVPD" lumo_ev=0.8 charge=0 homo_ev=-10.335 smiles=OCCCO.O gap_ev=11.12
O 0.59 -0.86 1.29
C 0.43 0.14 0.26
C -0.45 -0.22 -0.93
C -0.17 0.67 -2.14
O -0.39 0.03 -3.41
H -0.17 -1.39 1.38
H 1.55 0.08 -0.14
H 0.04 1.03 0.68
H -1.49 -0.07 -0.54
H -0.16 -1.22 -1.29
H 0.90 1.00 -2.04
H -0.82 1.56 -2.05
H -1.14 0.44 -3.86
O 0.07 0.07 4.15
H 0.16 0.84 3.51
H 0.11 0.27 5.05

=====

[9]
16
Properties=species:S:1:pos:R:3 method="wB97M-V/def2-TZVPD" lumo_ev=0.4 charge=0 homo_ev=-8.567 smiles="C/C=C/O.O.O" gap_ev=9.01
C -0.68 -1.77 0.96
C 0.19 -0.57 0.70
C -0.21 0.26 -0.26
O 0.64 1.33 -0.59
H -0.10 -2.55 1.42
H -1.11 -2.22 0.03
H -1.51 -1.52 1.70
H 0.83 -0.28 1.53
H -1.16 0.32 -0.75
H 0.64 1.47 -1.54
O 3.28 0.36 2.29
H 2.81 0.83 2.99
H 2.70 0.54 1.54
O -1.87 1.17 -3.07
H -1.99 2.07 -3.43
H -2.46 0.54 -3.51

=====

[10]
16
Properties=species:S:1:pos:R:3 method="wB97M-V/def2-TZVPD" lumo_ev="-5.8 / -8.1" charge=+1 homo_ev="-14.836 / -14.835" spin_multiplicity=2 gap_ev="9.05 / 6.75"
C -1.10 -1.16 1.09
C -0.75 -0.57 -0.05
O -0.21 -1.33 -1.05
C -0.97 0.87 -0.46
H -0.70 -0.77 2.06
H -1.73 -2.08 1.21
H -0.69 -1.06 -1.84
H -1.89 0.94 -1.07
H -0.06 1.47 -0.74
H -1.32 1.45 0.40
H 1.50 0.47 -2.17
H 1.65 1.21 -3.39
O 2.19 0.93 -2.71
H 1.95 -0.29 2.40
H 0.90 -0.33 3.53
O 1.22 0.25 2.79

=====

[11]
17
Properties=species:S:1:pos:R:3 method="wB97M-V/def2-TZVPD" lumo_ev="2.7 / 0.2" charge=-1 homo_ev="-4.126 / -4.125" spin_multiplicity=2 gap_ev="6.84 / 4.37"
C -0.72 0.04 -0.36
O 0.31 -0.58 -1.01
C -2.17 -0.42 -0.59
C -3.06 0.40 0.37
S -4.90 0.19 0.30
H -0.64 0.04 0.75
H -0.69 1.15 -0.43
H -2.16 -1.48 -0.20
H -2.42 -0.37 -1.66
H -2.85 1.46 -0.05
H -2.67 0.19 1.35
H 4.40 -0.13 0.29
H 5.63 0.81 0.60
O 5.40 -0.11 0.41
H 1.19 -0.27 -0.63
H 2.64 -0.90 0.62
O 2.72 -0.02 0.22

=====

[12]
17
Properties=species:S:1:pos:R:3 method="wB97M-V/def2-TZVPD" lumo_ev="3.0 / 2.9" charge=-1 homo_ev="0.753 / -4.521" spin_multiplicity=2 gap_ev="2.28 / 7.39"
O -0.14 -1.43 2.25
C 0.33 -0.86 1.24
C -0.33 0.29 0.55
C -0.74 -0.05 -0.88
S -1.91 1.20 -1.64
H 1.30 -1.17 0.80
H 0.36 1.16 0.53
H -1.21 0.61 1.12
H 0.11 -0.10 -1.53
H -1.29 -0.99 -0.91
H -1.03 2.14 -1.91
H -0.69 -4.06 -1.87
H 0.25 -4.52 -0.75
O -0.67 -4.32 -0.94
H 1.41 4.57 0.98
H 2.47 3.85 1.82
O 1.79 3.70 1.14